Record 1
A structure of composition CH26CdO16, computed with ωB97M-V/def2-TZVPD.

Calculated values
LUMO energy = -3.7 eV
HOMO energy = -0.3411 hartree

CARTESIAN COORDINATES (ANGSTROEM)
Cd (-2.61324, 9.62058, -12.26152)
C (-3.82446, 11.61355, -13.44611)
O (-3.01588, 11.71523, -12.43176)
O (-3.77997, 10.42659, -13.89385)
O (-4.04209, 12.66799, -14.11904)
O (-4.28599, 11.45931, -16.61382)
H (-4.32904, 11.72813, -15.70478)
H (-3.62554, 10.74285, -16.61697)
O (-6.54078, 13.25714, -13.73418)
H (-6.67879, 13.73994, -14.56459)
H (-5.62778, 12.92580, -13.89205)
O (-4.28168, 15.37802, -12.00299)
H (-4.35923, 14.67424, -11.36778)
H (-3.62962, 14.99278, -12.54965)
O (-2.83180, 9.36986, -16.11222)
H (-2.89840, 8.38755, -16.19163)
H (-3.40791, 9.60060, -15.36693)
O (-1.43277, 13.38265, -11.42951)
H (-1.65923, 14.17163, -11.93465)
H (-2.05085, 12.71652, -11.73229)
O (-4.38508, 13.00598, -10.70301)
H (-4.00119, 12.48284, -11.42092)
H (-3.76540, 12.90669, -9.95843)
O (-1.52675, 12.02176, -15.08401)
H (-2.40407, 11.81645, -14.81310)
H (-1.40690, 12.95928, -14.91662)
O (-5.20318, 14.29314, -16.17953)
H (-4.53826, 13.78919, -15.73760)
H (-4.96078, 15.15683, -15.81978)
O (-2.42855, 14.66600, -13.94834)
H (-2.68941, 15.03092, -14.82038)
H (-3.05077, 13.90720, -13.81204)
O (-6.28546, 9.44697, -14.49600)
H (-6.29586, 8.87645, -15.27133)
H (-5.37948, 9.75079, -14.39148)
O (-2.42547, 10.43153, -10.06316)
H (-2.88757, 11.03967, -9.47427)
H (-1.60182, 10.10277, -9.61023)
O (-0.53838, 10.11463, -12.92626)
H (-0.05249, 10.89010, -12.88343)
H (0.02346, 9.34576, -12.73321)
O (-6.23585, 11.14786, -11.73050)
H (-5.79199, 11.98534, -11.71682)
H (-6.69108, 11.17042, -10.87677)



Record 2
An isolated molecule of C4H9N3S, computed with ωB97M-V/def2-TZVPD.

Calculated values
SMILES = [H]/N=C/N/C=N\CCS
ΔE to the lowest compared entry with this formula, charge and spin = 0.774 eV
LUMO energy = 0.6 eV
HOMO energy = -0.3240 hartree

CARTESIAN COORDINATES (ANGSTROEM)
H (-2.11183, 2.73827, -3.01172)
N (-1.43471, 2.38376, -2.30802)
C (-1.89449, 1.32290, -1.80611)
N (-1.16603, 0.62237, -0.89454)
C (0.10407, 0.93361, -0.45593)
N (0.84009, 0.34425, 0.37794)
C (0.32942, -0.89598, 0.98376)
C (1.33054, -1.48918, 1.96083)
S (2.85172, -2.01205, 1.10123)
H (-2.88246, 0.86826, -1.94979)
H (-1.61125, -0.25570, -0.55271)
H (0.50503, 1.82307, -0.94490)
H (0.03574, -1.63858, 0.25417)
H (-0.54083, -0.68821, 1.58940)
H (1.59536, -0.76717, 2.70985)
H (0.94705, -2.43684, 2.43103)
H (3.10259, -0.85276, 0.51551)